Entry 1:
# C6H10N3

An isolated ion of composition C6H10N3 and charge +1 (ωB97M-V with the def2-TZVPD basis set, the Open Molecules 2025 dataset).

Output
Charge   +1
Calculated total energy   -10841.0744 eV
ΔE to the lowest compared entry with this formula, charge and spin   165.77 kcal per mole
Largest force on an atom   3.433 eV/Å
HOMO-LUMO gap (spin up / spin down)   8.02 / 7.45 eV

Positions of all 19 atoms, in Å:
C1 0.798 -0.829 -0.324
C2 0.992 0.348 0.655
C3 -0.129 -1.951 0.184
C4 0.978 1.722 -0.023
C5 -1.537 -1.735 -0.265
C6 -0.250 2.175 -0.596
N1 -2.027 0.471 0.353
N2 -2.139 -0.628 -0.155
N3 -1.747 1.601 0.253
H1 0.404 -0.456 -1.275
H2 1.772 -1.270 -0.538
H3 0.219 0.340 1.426
H4 1.947 0.234 1.167
H5 0.198 -2.913 -0.206
H6 -0.080 -2.007 1.275
H7 1.399 2.490 0.652
H8 1.687 1.745 -0.872
H9 -2.077 -2.520 -0.777
H10 -0.407 3.185 -0.935

Atoms 1-3, force components in eV/Å:
0.096 0.070 0.034
-0.083 -0.089 -0.230
0.205 0.037 -0.126

---

Entry 2:
# C6H10N3

An isolated ion of composition C6H10N3 and charge +1 (ωB97M-V with the def2-TZVPD basis set, the Open Molecules 2025 dataset).

Output
Charge   +1
Spin multiplicity   3
Calculated total energy   -10843.2693 eV
Expectation value of S²   2.026
ΔE to the lowest compared entry with this formula, charge and spin   2.67 kcal per mole
Largest force on an atom   6.204 eV/Å
HOMO-LUMO gap (spin up / spin down)   8.93 / 8.12 eV

Positions of all 19 atoms, in Å:
C1 0.701 0.536 -0.301
C2 -1.074 -0.754 0.147
C3 1.809 1.443 -0.459
C4 -1.548 1.537 -0.556
C5 -2.414 -0.957 0.611
C6 2.341 -1.302 0.034
N1 -0.066 -1.399 0.483
N2 1.018 -0.717 0.271
N3 -0.686 0.593 -0.332
H1 1.810 2.475 -0.568
H2 2.709 1.003 -0.074
H3 -2.567 1.315 -0.360
H4 -1.294 2.567 -0.868
H5 -2.505 -1.743 1.268
H6 -3.184 -1.186 -0.257
H7 -2.776 -0.001 1.057
H8 2.247 -2.304 0.375
H9 2.524 -1.285 -1.155
H10 3.041 -0.747 0.666

Atoms 1-3, force components in eV/Å:
0.384 -0.299 1.329
-1.122 4.111 -0.302
-1.152 -2.053 0.656

---

Entry 3:
# C6H10N3O3S

A 3-piece molecular cluster, C6H10N3O3S overall (ωB97M-V with the def2-TZVPD basis set, the Open Molecules 2025 dataset).

Output
Charge   +1
Calculated total energy   -27824.7403 eV
ΔE to the lowest compared entry with this formula, charge and spin   0.00 kcal per mole
Largest force on an atom   2.007 eV/Å
HOMO-LUMO gap   9.13 eV

Positions of all 23 atoms, in Å:
C1 3.357 -1.285 1.238
C2 -3.877 -0.652 0.839
C3 0.728 1.752 -0.908
C4 0.139 0.569 -1.680
C5 0.034 1.655 0.447
C6 -0.053 -0.459 -0.622
N1 4.435 -1.470 0.807
N2 -5.025 -0.871 0.974
N3 -0.072 0.186 0.692
O1 2.266 -0.966 1.495
O2 -2.722 -0.503 0.885
O3 -0.091 -2.447 -2.162
S1 -0.185 -2.098 -0.760
H1 1.806 1.637 -0.795
H2 0.533 2.703 -1.396
H3 -0.820 0.835 -2.136
H4 0.778 0.202 -2.483
H5 0.587 2.148 1.245
H6 -0.973 2.071 0.395
H7 5.288 -1.964 0.930
H8 -5.927 -0.833 0.564
H9 0.740 -0.156 1.243
H10 -0.945 -0.056 1.189

Atoms 1-3, force components in eV/Å:
0.734 0.080 -0.538
-0.835 -0.233 0.380
-0.046 -0.113 0.027

---

Entry 4:
# C6H10N4

One molecule with the formula C6H10N4 (ωB97M-V with the def2-TZVPD basis set, the Open Molecules 2025 dataset).

Output
Calculated total energy   -12337.9766 eV
ΔE to the lowest compared entry with this formula, charge and spin   149.75 kcal per mole
Largest force on an atom   4.180 eV/Å
HOMO-LUMO gap   8.02 eV

Positions of all 20 atoms, in Å:
C1 -0.038 0.121 1.183
C2 -0.244 1.279 1.477
C3 0.351 -1.567 -0.630
C4 0.313 1.305 -1.620
C5 -0.444 2.497 2.225
C6 0.861 -2.963 -0.678
N1 -0.134 -0.906 -1.631
N2 0.453 -1.050 0.686
N3 -1.857 0.732 -1.336
N4 -0.623 0.451 -1.524
H1 -0.035 2.372 -1.669
H2 1.217 0.913 -1.292
H3 -1.278 2.519 2.862
H4 -0.695 3.214 1.528
H5 0.406 2.663 2.713
H6 1.190 -3.086 -1.705
H7 0.065 -3.603 -0.171
H8 1.687 -3.151 -0.109
H9 1.090 -1.582 1.242
H10 -2.285 -0.157 -1.551

Atoms 1-3, force components in eV/Å:
0.651 1.035 -0.313
-0.042 -2.589 0.758
-0.771 3.197 1.756

---

Entry 5:
# C6H10N4

One molecule with the formula C6H10N4 (ωB97M-V with the def2-TZVPD basis set, the Open Molecules 2025 dataset).

Output
Calculated total energy   -12342.3628 eV
ΔE to the lowest compared entry with this formula, charge and spin   48.61 kcal per mole
Largest force on an atom   4.574 eV/Å
HOMO-LUMO gap   9.34 eV

Positions of all 20 atoms, in Å:
C1 -2.428 -0.904 0.153
C2 -1.813 -0.892 1.369
C3 -0.504 -0.082 -0.141
C4 0.266 1.003 -2.487
C5 0.412 -0.188 2.214
C6 0.748 0.803 -1.080
N1 -1.591 -0.389 -0.786
N2 2.573 -0.038 -0.025
N3 1.813 -0.132 -1.012
N4 -0.565 -0.356 1.173
H1 -3.412 -1.226 -0.123
H2 -2.127 -1.209 2.341
H3 0.128 0.034 -2.961
H4 1.017 1.566 -3.038
H5 -0.675 1.540 -2.497
H6 0.049 0.529 2.956
H7 0.583 -1.146 2.710
H8 1.347 0.168 1.786
H9 0.909 1.716 -0.496
H10 3.269 -0.798 -0.057

Atoms 1-3, force components in eV/Å:
-0.067 -0.101 0.331
-0.337 -0.180 0.001
2.297 2.358 -3.176

---

Entry 6:
# C6H10N5O

A 2-piece molecular cluster, C6H10N5O overall (ωB97M-V with the def2-TZVPD basis set, the Open Molecules 2025 dataset).

Output
Charge   +1
Calculated total energy   -15874.1801 eV
ΔE to the lowest compared entry with this formula, charge and spin   9.56 kcal per mole
Largest force on an atom   4.457 eV/Å
HOMO-LUMO gap   7.65 eV

Positions of all 22 atoms, in Å:
C1 2.290 -1.041 1.715
C2 2.695 -2.332 1.375
C3 1.205 -0.747 0.847
C4 0.814 -1.972 0.242
C5 -1.159 -1.177 -0.553
C6 -0.866 0.036 0.124
N1 -0.299 -2.140 -0.456
N2 1.797 -2.847 0.491
N3 0.236 0.224 0.883
N4 -1.706 1.110 0.150
N5 -2.983 1.086 -0.412
O1 0.352 1.612 -1.539
H1 2.878 -0.314 2.267
H2 3.565 -2.777 1.607
H3 0.675 0.775 -1.931
H4 1.835 -3.706 0.033
H5 0.505 1.144 1.357
H6 -1.423 1.997 0.320
H7 -3.525 0.240 -0.124
H8 -3.102 1.572 -1.274
H9 -2.067 -1.342 -1.062
H10 0.761 2.415 -2.086

Atoms 1-3, force components in eV/Å:
0.853 0.421 -1.263
-3.234 2.683 -1.047
-1.157 -1.359 1.992

---

Entry 7:
# C6H10N7

An isolated ion of composition C6H10N7 and charge +1 (ωB97M-V with the def2-TZVPD basis set, the Open Molecules 2025 dataset).

Output
Charge   +1
Calculated total energy   -16805.7672 eV
ΔE to the lowest compared entry with this formula, charge and spin   29.04 kcal per mole
Largest force on an atom   3.806 eV/Å
HOMO-LUMO gap   8.68 eV

Positions of all 23 atoms, in Å:
C1 -0.910 2.474 0.865
C2 -0.145 0.644 1.831
C3 0.699 -1.940 0.365
C4 1.883 -1.071 0.220
C5 -0.492 -1.724 -0.302
C6 -0.109 0.713 -0.704
N1 -1.014 2.617 2.116
N2 -0.518 1.538 2.705
N3 -0.345 1.212 0.585
N4 1.864 0.017 -0.477
N5 -0.594 -0.518 -1.109
N6 -1.622 -2.443 -0.436
N7 -0.067 1.641 -1.701
H1 -1.273 3.223 0.151
H2 0.287 -0.304 1.764
H3 0.966 -2.840 1.039
H4 2.767 -1.482 0.576
H5 2.779 0.379 -0.673
H6 -0.290 -0.775 -2.033
H7 -1.871 -2.933 0.414
H8 -2.401 -2.051 -0.897
H9 -0.399 1.500 -2.641
H10 0.807 2.125 -1.660

Atoms 1-3, force components in eV/Å:
-0.090 0.310 -2.058
-0.848 2.701 -0.771
0.296 -1.215 1.078

---

Entry 8:
# C6H10NO

An isolated ion of composition C6H10NO and charge -1 (ωB97M-V with the def2-TZVPD basis set, the Open Molecules 2025 dataset).

Output
Charge   -1
Calculated total energy   -9919.8563 eV
ΔE to the lowest compared entry with this formula, charge and spin   4.28 kcal per mole
Largest force on an atom   1.614 eV/Å
HOMO-LUMO gap   6.81 eV

Positions of all 18 atoms, in Å:
C1 -1.847 -1.107 0.186
O1 -1.134 -1.723 1.165
C2 -1.347 0.325 -0.116
C3 -0.049 0.327 -0.996
C4 1.183 0.797 -0.242
C5 1.289 2.043 0.213
C6 1.769 -1.250 0.583
N1 2.163 -0.186 0.023
H1 -1.811 -1.662 -0.783
H2 -2.902 -0.935 0.517
H3 -1.114 0.866 0.801
H4 -2.130 0.883 -0.655
H5 -0.075 0.747 -1.999
H6 0.042 -0.757 -1.119
H7 0.601 2.808 -0.131
H8 2.145 2.361 0.794
H9 2.447 -2.098 0.777
H10 0.770 -1.436 0.981

Atoms 1-3, force components in eV/Å:
0.420 0.451 1.345
0.151 -0.077 -0.356
0.091 0.838 -1.206

---

Entry 9:
# C6H10NO

An isolated ion of composition C6H10NO and charge +1 (ωB97M-V with the def2-TZVPD basis set, the Open Molecules 2025 dataset).

Output
Charge   +1
Calculated total energy   -9911.0235 eV
ΔE to the lowest compared entry with this formula, charge and spin   77.71 kcal per mole
Largest force on an atom   5.164 eV/Å
HOMO-LUMO gap   10.24 eV

Positions of all 18 atoms, in Å:
C1 -0.895 2.148 -0.152
C2 -0.363 0.810 0.791
C3 -1.118 -0.884 -0.957
C4 -0.869 -0.606 0.484
C5 0.319 -0.481 -1.296
C6 1.659 -0.664 1.023
N1 0.538 -0.244 0.171
O1 -1.286 2.385 -1.274
H1 -0.484 3.010 0.415
H2 -1.340 -1.935 -1.135
H3 -1.797 -0.202 -1.316
H4 -0.144 1.140 1.800
H5 -1.387 -1.215 1.177
H6 0.860 -1.301 -1.685
H7 0.485 0.395 -1.800
H8 1.699 -1.753 1.174
H9 2.663 -0.398 0.557
H10 1.461 -0.204 2.020

Atoms 1-3, force components in eV/Å:
2.430 1.048 -0.015
-2.809 -0.092 -4.333
0.556 -0.228 -0.203

---

Entry 10:
# C6H10NO

A 2-piece molecular cluster, C6H10NO overall (ωB97M-V with the def2-TZVPD basis set, the Open Molecules 2025 dataset).

Output
Charge   +1
Calculated total energy   -9910.2620 eV
ΔE to the lowest compared entry with this formula, charge and spin   95.27 kcal per mole
Largest force on an atom   5.059 eV/Å
HOMO-LUMO gap   9.67 eV

Positions of all 18 atoms, in Å:
C1 -2.339 0.197 0.844
C2 -1.865 0.011 -0.262
C3 1.582 -0.267 -1.402
C4 1.009 -0.406 -0.077
C5 0.858 -1.739 0.674
C6 -0.994 0.061 -1.428
N1 0.231 -0.037 -1.165
O1 -0.468 2.339 1.016
H1 -2.750 0.503 1.751
H2 2.297 0.581 -1.574
H3 1.849 -1.123 -1.949
H4 1.410 0.515 0.529
H5 0.226 -2.347 0.031
H6 0.137 -1.563 1.469
H7 1.816 -2.112 0.967
H8 -1.560 0.317 -2.389
H9 -0.087 2.781 1.743
H10 -1.352 2.289 1.223

Atoms 1-3, force components in eV/Å:
0.955 -0.475 -2.915
-0.014 0.299 1.033
3.217 1.058 -1.657

---

Which of these has the lowest ΔE to the lowest compared entry with this formula, charge and spin?
C6H10N3O3S